The following is a quantum chemistry calculation of C2HNO2S in the gas phase at a distorted geometry, from OMol25.

frontier orbital gap = 9.267 eV
energy above the lowest of the compared OMol25 structures with the same formula, charge and spin = 387.5 kJ/mol
energy = -680.1124 hartree
total charge = 0
SMILES = S=c1ocno1

Element x y z (Å)
S: -2.68225 -0.22527 0.00655
C: -1.01722 -0.12612 0.02525
O: -0.31780 0.81138 -0.04761
C: 1.00597 0.43366 -0.05618
N: 1.25987 -0.83426 0.09127
O: -0.09740 -1.25612 -0.10336
H: 1.84882 1.19672 0.08407

The molecule's Mulliken atomic charges, reported in e, are given here: S -0.2827; C 0.4153; O -0.1391; C 0.0139; N -0.1582; O -0.1837; H 0.3345

---

The following is a quantum chemistry calculation of a gas-phase ion, C5H10N3 (charge +1) at a distorted geometry, from OMol25.

frontier orbital gap = 7.762 eV
energy above the lowest of the compared OMol25 structures with the same formula, charge and spin = 269.5 kJ/mol
energy = -360.4725 hartree
total charge = +1
SMILES = [NH3+]CCc1cnc[nH]1

Element x y z (Å)
N: 1.07485 -2.07508 -1.50381
C: 0.18133 -0.73406 -1.24724
C: 0.87254 0.22348 -0.34562
C: -0.12479 0.71887 0.64279
C: -1.08024 -0.06857 1.46513
N: -1.89291 0.69116 2.23804
C: -1.50974 1.96379 1.92806
N: -0.44996 2.02181 1.01924
H: 1.40915 -1.93213 -2.50029
H: 1.90572 -2.00797 -0.98086
H: 0.56682 -3.01204 -1.42241
H: -0.08505 -0.22972 -2.20232
H: -0.92706 -1.06075 -0.82500
H: 1.90013 -0.14261 0.12047
H: 1.41345 1.06199 -0.92032
H: -1.12571 -1.18910 1.45449
H: -1.89641 2.83995 2.51817
H: -0.23213 2.93096 0.56149

The molecule's Mulliken atomic charges, reported in e, are given here: N -0.3583; C -0.4960; C -0.4637; C 0.0937; C -0.1952; N -0.5547; C -0.2393; N -0.1415; H 0.3832; H 0.3591; H 0.3624; H 0.2842; H 0.3834; H 0.3183; H 0.3062; H 0.3389; H 0.3475; H 0.2716